Molecular formula: C31H28FN4O3Pt
Method: DFT, ωB97M-V/def2-TZVPD

Geometry (Å):
Pt  -1.810  1.469  -2.901
C  -1.338  5.698  -2.648
C  -0.873  6.004  -3.924
C  -0.658  4.991  -4.840
C  -0.899  3.669  -4.473
C  -1.384  3.359  -3.196
C  -1.600  4.384  -2.283
C  -0.659  2.501  -5.311
C  -0.233  2.544  -6.658
C  -0.048  1.389  -7.343
C  -0.255  0.147  -6.699
C  -0.091  -1.091  -7.362
C  -0.312  -2.265  -6.707
C  -0.686  -2.249  -5.346
C  -0.853  -1.069  -4.678
C  -0.664  0.157  -5.351
N  -0.882  1.346  -4.695
H  -1.500  6.494  -1.932
H  -0.672  7.032  -4.197
H  -0.307  5.232  -5.836
H  -1.978  4.157  -1.294
H  -0.087  3.503  -7.134
H  0.246  1.405  -8.386
H  0.208  -1.084  -8.404
H  -0.205  -3.208  -7.227
H  -0.849  -3.183  -4.825
H  -1.140  -1.062  -3.635
C  -3.042  -0.998  4.145
C  -2.545  -2.001  3.112
N  -1.811  -1.362  2.020
C  -2.521  -0.968  0.914
C  -2.007  -0.268  -0.109
C  -2.812  0.266  -1.269
O  -3.043  -0.447  -2.274
O  -3.086  1.520  -1.206
C  -0.595  0.114  -0.106
O  -0.058  0.709  -1.026
C  0.143  -0.292  1.113
C  1.481  0.054  1.232
C  2.207  -0.336  2.323
F  3.525  -0.027  2.354
C  1.616  -1.039  3.379
C  0.267  -1.331  3.285
C  -0.484  -1.004  2.146
N  2.301  -1.469  4.562
C  3.627  -0.910  4.846
C  4.055  -1.375  6.255
N  2.836  -1.897  6.949
C  2.387  -3.171  6.299
C  2.325  -2.916  4.780
H  -3.582  -1.513  4.940
H  -3.717  -0.280  3.680
H  -2.214  -0.443  4.590
H  -3.390  -2.523  2.667
H  -1.912  -2.760  3.571
H  -3.560  -1.272  0.914
H  1.947  0.624  0.437
H  -0.201  -1.816  4.130
H  3.559  0.174  4.812
H  4.385  -1.225  4.128
H  4.472  -0.556  6.834
H  4.782  -2.184  6.217
H  2.094  -1.211  6.778
H  2.978  -2.013  7.950
H  1.415  -3.429  6.714
H  3.100  -3.953  6.550
H  1.426  -3.367  4.374
H  3.183  -3.377  4.275

Atoms 1-6, force components in eV/Å:
Pt -0.8 0.7 -1.4
C 0.0 0.0 0.0
C 0.0 0.0 0.0
C 0.0 0.0 0.0
C 0.0 0.1 0.0
C 0.0 -0.2 0.2

As for the total charge: +1. The value obtained for the total energy is -50662.6517 eV.

Okay, here come the natural (NBO) numbers, in e, for every atom: Pt 0.7783; C -0.1802; C -0.2398; C -0.1835; C -0.0923; C -0.1046; C -0.2465; C 0.2371; C -0.2412; C -0.1051; C -0.1292; C -0.1626; C -0.2123; C -0.1804; C -0.2329; C 0.2506; N -0.4389; H 0.2132; H 0.2161; H 0.2061; H 0.2248; H 0.2282; H 0.2231; H 0.2168; H 0.2211; H 0.2194; H 0.2404; C -0.6234; C -0.2020; N -0.3882; C 0.0887; C -0.2595; C 0.6981; O -0.6519; O -0.6735; C 0.5229; O -0.5817; C -0.1671; C -0.1799; C 0.3076; F -0.3276; C 0.1721; C -0.3200; C 0.2739; N -0.4860; C -0.2366; C -0.2377; N -0.4944; C -0.2276; C -0.2434; H 0.2234; H 0.2277; H 0.2059; H 0.2205; H 0.1941; H 0.2215; H 0.2708; H 0.2123; H 0.2364; H 0.2219; H 0.2438; H 0.2262; H 0.4514; H 0.4435; H 0.2316; H 0.2324; H 0.2470; H 0.2010